Density functional theory data (wB97M-V/def2-TZVPD) for the molecule C5H10O.

Results
SMILES: C/C=C/OCC
Strongest force on any atom in eV Å⁻¹: 3.2
Highest occupied orbital energy in eV: -8.06
E in eV: -7392.278
Energy relative to the best compared isomer or geometry (same formula, charge and spin) in kJ/mol: 240.0
Frontier orbital gap in eV: 9.19

Geometry as ORCA input:
```
! RIJCOSX wB97M-V def2-TZVPD def2/J DEFGRID3
* xyz 0 1
C -1.748 -0.772 -2.133
C -1.429 -0.205 -0.776
O -0.037 -0.040 -0.732
C 0.390 0.454 0.435
C 2.028 0.428 2.164
C 1.665 0.556 0.712
H -2.828 -0.876 -2.241
H -1.275 -1.751 -2.261
H -1.369 -0.102 -2.909
H -1.895 0.775 -0.620
H -1.761 -0.875 0.036
H -0.352 0.691 1.202
H 1.174 0.503 2.856
H 2.436 -0.601 2.272
H 2.532 1.387 2.008
H 2.467 0.427 -0.015
*
```

---

Density functional theory data (wB97M-V/def2-TZVPD) for the molecule C6H12O.

Results
Strongest force on any atom in eV Å⁻¹: 0.3
Highest occupied orbital energy (spin up / spin down) in eV: -6.49 / -6.49
E in eV: -8459.238
Energy relative to the best compared isomer or geometry (same formula, charge and spin) in kJ/mol: 493.6
Frontier orbital gap (spin up / spin down) in eV: 7.24 / 7.24

Geometry as ORCA input:
```
! RIJCOSX wB97M-V def2-TZVPD def2/J DEFGRID3
* xyz 0 1
C -1.833 -1.452 1.017
O -0.564 -1.011 0.560
C -0.010 0.460 1.103
C 0.767 0.938 0.025
C 2.250 0.702 -0.075
C -0.350 -0.379 -1.338
C -0.015 1.055 -1.265
H -2.589 -0.656 0.918
H -1.799 -1.766 2.068
H -2.154 -2.316 0.424
H -0.986 0.940 1.266
H 0.515 0.280 2.045
H 2.686 0.485 0.908
H 2.785 1.575 -0.481
H 2.514 -0.148 -0.727
H -1.364 -0.732 -1.520
H 0.432 -1.072 -1.630
H -0.902 1.695 -1.204
H 0.615 1.401 -2.093
*
```

---

Density functional theory data (wB97M-V/def2-TZVPD) for a cluster of 2 separate species, CH4N2O2 in total.

Results
Strongest force on any atom in eV Å⁻¹: 6.7
Highest occupied orbital energy in eV: -9.98
E in eV: -8171.216
Energy relative to the best compared isomer or geometry (same formula, charge and spin) in kJ/mol: 527.7
Frontier orbital gap in eV: 9.74

Geometry as ORCA input:
```
! RIJCOSX wB97M-V def2-TZVPD def2/J DEFGRID3
* xyz 0 1
C -0.599 1.143 0.118
N 0.181 -1.671 -0.460
N 0.406 0.482 0.701
O -1.647 0.649 -0.208
O 0.517 -0.843 0.789
H -0.446 2.221 0.115
H -0.866 -1.469 -0.483
H 0.715 -1.617 -1.312
H 1.739 1.105 0.738
*
```

---

Density functional theory data (wB97M-V/def2-TZVPD) for a structure of composition C24H28NPReS3.

Results
Strongest force on any atom in eV Å⁻¹: 0.4
Highest occupied orbital energy (spin up / spin down) in eV: -20.23 / -20.23
E in eV: -70713.580
Frontier orbital gap (spin up / spin down) in eV: 5.63 / 5.21

Geometry as ORCA input:
```
! RIJCOSX wB97M-V def2-TZVPD def2/J DEFGRID3
* xyz 4 4
Re -0.892 0.022 -0.270
C -3.882 0.987 -1.880
C -2.846 1.084 -2.996
S -1.146 0.461 -2.623
C -0.955 -1.232 -3.294
C -1.845 -2.263 -2.644
S -1.629 -2.246 -0.815
C -3.321 -2.457 -0.117
C -4.224 -1.233 -0.100
S -4.736 -0.601 -1.722
H -4.642 1.740 -2.105
H -3.464 1.277 -0.907
H -2.662 2.123 -3.281
H -3.143 0.548 -3.901
H 0.112 -1.440 -3.177
H -1.148 -1.159 -4.368
H -1.573 -3.266 -2.980
H -2.900 -2.082 -2.836
H -3.142 -2.847 0.887
H -3.728 -3.275 -0.717
H -3.807 -0.420 0.507
H -5.138 -1.540 0.414
N -0.961 2.100 0.405
C 0.214 2.664 1.117
C 0.117 3.858 1.793
C 1.272 4.373 2.389
C 2.485 3.702 2.295
C 2.569 2.494 1.618
C 1.415 1.964 1.027
P 1.418 0.326 0.367
C 2.903 -0.155 -0.394
C 3.443 0.750 -1.338
C 4.681 0.483 -1.881
C 5.380 -0.660 -1.493
C 4.853 -1.551 -0.557
C 3.609 -1.316 -0.009
C 0.539 -0.781 1.494
C -0.100 -0.245 2.661
C -0.587 -1.088 3.637
C -0.411 -2.470 3.512
C 0.222 -3.023 2.394
C 0.681 -2.201 1.391
H -1.119 2.701 -0.410
H -1.794 2.250 0.985
H -0.817 4.407 1.852
H 1.216 5.316 2.919
H 3.370 4.121 2.756
H 3.513 1.965 1.562
H 2.906 1.645 -1.631
H 5.114 1.166 -2.601
H 6.356 -0.857 -1.920
H 5.422 -2.418 -0.251
H 3.218 -1.994 0.736
H -0.147 0.828 2.807
H -1.053 -0.680 4.525
H -0.757 -3.123 4.306
H 0.363 -4.095 2.331
H 1.180 -2.634 0.533
*
```